1.
Entry from OMol25: 13 unconnected molecules or ions with the total composition C24H80N6O13 in a non-equilibrium geometry (ωB97M-V/def2-TZVPD).

Geometry as XYZ:
```
123
C24H80N6O13 ωB97M-V/def2-TZVPD
O 1.1337 -1.6753 -3.9150
H 2.0106 -1.2849 -3.8747
H 1.2210 -2.3997 -4.5438
O 2.0785 -5.2378 -1.1330
H 1.8902 -5.1378 -2.0709
H 1.2373 -5.5326 -0.7522
O -0.8422 -3.8124 -2.8372
H -0.5641 -3.6069 -1.9244
H -0.3888 -3.1571 -3.3729
O 3.4655 -3.0454 0.3404
H 4.4213 -3.1555 0.2914
H 3.1012 -3.8958 0.0387
O 3.7001 1.3962 -0.3351
H 3.6763 0.6214 -0.9291
H 2.7999 1.4905 -0.0070
O 3.3278 -1.0483 -1.6161
H 3.3505 -1.8055 -0.9957
H 3.7441 -1.3793 -2.4168
O -0.6015 -6.1720 -0.6637
H -1.0355 -5.9823 0.1875
H -1.2816 -6.5764 -1.2083
C 0.3917 -7.0847 2.5174
C -0.9168 -7.1052 3.2773
C -2.1240 -6.8494 2.3863
O -2.0581 -5.6387 1.6647
C -2.1311 -4.4603 2.4433
N -1.0722 -8.4276 3.9452
H 0.6794 -6.1423 2.0618
H 0.4737 -7.9499 1.8562
H 1.1813 -7.2965 3.2558
H -0.8765 -6.3552 4.0802
H -3.0891 -7.0278 2.8748
H -2.1105 -7.6595 1.6454
H -1.4700 -4.4607 3.3138
H -3.1303 -4.1695 2.7764
H -1.7538 -3.6781 1.7799
H -1.6968 -8.3705 4.7428
H -0.1576 -8.5769 4.3677
C -0.7654 4.7779 -2.8416
C 0.4640 3.9168 -3.0958
C 1.6140 4.7612 -3.5973
O 1.3578 5.1184 -4.9310
C 2.0047 6.3261 -5.2826
N 0.8408 3.2320 -1.8375
H -0.5642 5.5093 -2.0572
H -1.6498 4.2013 -2.5709
H -0.9864 5.3232 -3.7638
H 0.2334 3.1817 -3.8785
H 2.5309 4.1551 -3.5194
H 1.7364 5.6273 -2.9367
H 1.6990 7.1481 -4.6295
H 1.7460 6.5916 -6.3069
H 3.0915 6.1840 -5.2503
H 0.3205 2.3732 -1.6934
H 1.8211 3.0034 -1.9925
C -4.0221 3.4243 -4.0084
C -4.3910 4.9002 -3.8011
C -3.8605 5.7740 -4.9296
O -4.3369 7.0848 -4.6899
C -4.1107 7.9580 -5.7737
N -5.8797 4.9564 -3.7908
H -4.7035 2.9962 -4.7442
H -4.1420 2.8602 -3.0868
H -3.0198 3.3666 -4.4373
H -4.0156 5.3170 -2.8672
H -4.2132 5.4060 -5.9017
H -2.7642 5.7984 -4.8676
H -3.0301 8.0367 -5.9447
H -4.4614 8.9411 -5.4674
H -4.6431 7.6212 -6.6666
H -6.2104 5.8044 -4.2481
H -6.2071 4.2553 -4.4510
C 1.8403 2.1400 2.6591
C 0.8525 3.2337 2.2699
C 0.5055 4.1411 3.4203
O -0.7073 4.8036 3.0858
C -1.0738 5.7450 4.0683
N 1.5145 4.0448 1.1205
H 2.7528 2.5701 3.0785
H 2.0965 1.6013 1.7481
H 1.4333 1.5033 3.4510
H -0.0144 2.8350 1.7455
H 1.3102 4.8241 3.7208
H 0.3564 3.5103 4.3170
H -0.2951 6.5086 4.1936
H -1.3514 5.2516 5.0024
H -1.9239 6.3247 3.7013
H 1.0479 4.9425 1.2546
H 1.0257 3.6307 0.3262
C 3.4128 -5.1414 3.1431
C 3.0059 -4.3860 4.3971
C 2.2772 -3.1053 4.0569
O 1.9667 -2.4192 5.2369
C 1.6320 -1.0711 5.0278
N 2.0226 -5.2502 5.1820
H 4.3731 -4.7056 2.8549
H 2.6353 -5.0364 2.3871
H 3.5812 -6.2045 3.3057
H 3.7984 -4.2385 5.1264
H 1.3837 -3.3266 3.4435
H 2.8306 -2.4730 3.3395
H 2.2079 -0.6388 4.2030
H 1.8575 -0.4496 5.8970
H 0.5597 -0.9385 4.8354
H 1.5696 -4.5628 5.7851
H 1.2900 -5.5627 4.5490
C 0.3465 -1.0364 1.4922
C -0.3198 -1.3815 0.1612
C -0.1045 -0.3699 -0.9166
O -0.5439 0.9070 -0.5080
C -1.9420 1.1077 -0.4934
N 0.0564 -2.7250 -0.2927
H 0.3342 -1.8641 2.1945
H -0.1477 -0.1791 1.9650
H 1.3567 -0.6627 1.2942
H -1.4006 -1.4885 0.3190
H -0.4978 -0.7311 -1.8735
H 0.9704 -0.2261 -1.0783
H -2.1113 2.1327 -0.1708
H -2.4078 0.4159 0.2118
H -2.3852 0.9749 -1.4858
H -0.0866 -3.4580 0.3905
H 1.0428 -2.7974 -0.5323
```

Calculated values
Max |F|: 2.81 eV Å⁻¹
Energy above the lowest of the compared OMol25 structures with the same formula, charge and spin: 6.7 kJ/mol
Gap between HOMO and LUMO: 8.8 eV
Charge: 0

---

2.
Entry from OMol25: a molecular structure, C8H8FeO5 in a non-equilibrium geometry (ωB97M-V/def2-TZVPD).

Geometry as XYZ:
```
22
C8H8FeO5 ωB97M-V/def2-TZVPD
O -0.1598 -2.6723 -0.3929
C -0.0325 -1.6301 -0.8730
Fe -0.0369 0.1383 -0.3852
O -2.0642 -0.0313 -2.4465
C -1.2446 0.0617 -1.6134
C 1.6284 0.1234 -0.8236
O 2.7792 0.0339 -0.9225
C -0.0403 1.8634 -0.5886
O -0.1033 2.9470 -0.2087
C -0.9168 -0.8309 3.9184
C 0.1670 -1.8242 3.6163
C 1.0004 -1.0423 2.5935
O 0.0538 -0.3231 1.7527
C -1.0864 -0.0184 2.6363
H -1.8632 -1.3215 4.1559
H -0.6375 -0.1932 4.7530
H -0.2672 -2.7099 3.1488
H 0.7108 -2.0859 4.5491
H 1.4967 -0.2294 3.1482
H 1.7266 -1.7010 2.0556
H -2.0160 -0.2532 2.0870
H -1.0464 1.0435 2.9446
```

Calculated values
Max |F|: 14.95 eV Å⁻¹
Multiplicity: 6
Gap between HOMO and LUMO (alpha / beta): 7.4 / 5.6 eV
Charge: +3

---

3.
Entry from OMol25: 4 unconnected molecules or ions with the total composition C3H17N2O3 in a non-equilibrium geometry (ωB97M-V/def2-TZVPD).

Geometry as XYZ:
```
25
C3H17N2O3 ωB97M-V/def2-TZVPD
C -0.3631 0.3661 -2.1670
C -1.6156 -0.2240 -1.4283
C -1.5969 -1.7216 -1.2700
N -0.4199 -2.1156 -0.5268
N 0.9372 0.1056 -1.4673
H -0.5626 1.4479 -2.1047
H -0.3839 -0.0719 -3.1732
H -1.7499 0.3492 -0.4778
H -2.5335 0.0593 -1.9759
H -2.6041 -2.1182 -0.8468
H -1.6460 -2.2637 -2.2506
H -0.5473 -1.6807 0.4029
H 0.7507 -0.9130 -1.0179
H -0.2929 -3.1013 -0.3115
H 1.1047 0.7356 -0.7167
H 1.6400 0.0559 -2.1645
H 3.0787 1.4817 2.6505
H 1.6836 1.0625 2.9666
O 2.2520 1.2706 2.2796
H 1.2076 2.1211 1.1677
H 0.8930 3.1464 0.2158
O 0.6659 2.3120 0.4102
H -0.4401 0.5008 3.9685
H 0.3308 -0.7750 4.1368
O 0.2115 -0.0294 3.7003
```

Calculated values
Max |F|: 7.07 eV Å⁻¹
Energy above the lowest of the compared OMol25 structures with the same formula, charge and spin: 160.7 kJ/mol
Gap between HOMO and LUMO: 11.2 eV
Charge: +1

---

4.
Entry from OMol25: a molecular structure, C52H41N6O3PS2Ti in a non-equilibrium geometry (ωB97M-V/def2-TZVPD).

Geometry as XYZ:
```
106
C52H41N6O3PS2Ti ωB97M-V/def2-TZVPD
Ti -0.4404 -0.2770 -0.0977
O -1.1742 -2.8425 -3.3657
C -0.4155 -2.0857 -2.7562
N -0.1574 -2.0459 -1.4343
C -0.1935 -3.2354 -0.7060
C -0.5073 -4.5133 -1.1720
C -0.2894 -5.6296 -0.3692
C 0.2385 -5.5016 0.9016
C 0.5337 -4.2341 1.4027
C 0.2780 -3.1129 0.6235
N 0.5379 -1.7852 1.0053
C 1.0528 -1.4413 2.1785
O 1.4344 -2.1303 3.1335
C 1.2851 0.0691 2.2826
C 1.8512 0.5956 3.4314
C 2.0702 1.9636 3.4926
C 1.7224 2.7518 2.4086
C 1.1526 2.1393 1.2970
N 0.9530 0.8257 1.2369
C 0.4223 -1.1495 -3.6170
C -0.0639 -0.8040 -4.8783
C 0.7273 -0.0375 -5.7091
C 1.9847 0.3481 -5.2632
C 2.3819 -0.0581 -4.0014
N 1.6298 -0.7954 -3.1900
H -0.9184 -4.6194 -2.1623
H -0.5468 -6.6109 -0.7553
H 0.4053 -6.3754 1.5222
H 0.9211 -4.1001 2.3988
H 2.0871 -0.0906 4.2323
H 2.4978 2.4099 4.3834
H 1.8540 3.8254 2.4017
H 0.8289 2.7066 0.4335
H -1.0542 -1.1371 -5.1543
H 0.3623 0.2703 -6.6819
H 2.6420 0.9573 -5.8713
H 3.3573 0.2283 -3.6177
C -4.2966 -1.4802 -1.8504
C -3.2492 -1.0895 -0.8499
N -2.2879 -0.1720 -1.1845
N -2.4390 0.4175 -2.3752
C -1.5209 1.2845 -2.6963
S -0.1409 1.6404 -1.6730
S -1.6420 2.0128 -4.3045
C -2.1658 3.7159 -3.9667
C -3.6535 3.9871 -3.9066
C -4.1303 5.0609 -3.1579
C -5.4825 5.3661 -3.1111
C -6.3892 4.6020 -3.8324
C -5.9263 3.5343 -4.5892
C -4.5736 3.2256 -4.6216
C -3.3033 -1.6470 0.4630
C -4.1867 -2.7208 0.7405
C -4.3668 -3.2360 2.0135
C -3.6671 -2.7055 3.0882
C -2.7702 -1.6621 2.8618
C -2.5659 -1.1366 1.5889
O -1.7091 -0.1291 1.4419
H -5.2874 -1.5013 -1.3871
H -4.3067 -0.7799 -2.6801
H -4.1028 -2.4782 -2.2627
H -1.6824 4.0737 -3.0549
H -1.7482 4.3114 -4.7858
H -3.4246 5.6647 -2.5980
H -5.8262 6.1896 -2.4966
H -7.4489 4.8227 -3.7890
H -6.6262 2.9192 -5.1427
H -4.2246 2.3629 -5.1739
H -4.7333 -3.1685 -0.0788
H -5.0485 -4.0674 2.1599
H -3.7927 -3.1087 4.0869
H -2.1855 -1.2381 3.6704
C -1.8571 7.4564 1.1029
C -2.6042 6.7681 0.1588
C -2.7790 5.3949 0.2628
C -2.2254 4.6707 1.3175
C -1.4751 5.3802 2.2610
C -1.2931 6.7508 2.1573
P -2.2139 2.8284 1.4013
C -2.4813 2.6508 3.2082
C -1.6352 1.7712 3.8780
C -1.7406 1.5938 5.2534
C -2.6969 2.2959 5.9696
C -3.5529 3.1710 5.3093
C -3.4454 3.3431 3.9394
C -3.8108 2.2799 0.7242
C -4.0728 2.4478 -0.6335
C -5.2126 1.9133 -1.2105
C -6.0895 1.1618 -0.4425
C -5.8061 0.9300 0.8949
C -4.6748 1.4836 1.4752
H -1.7163 8.5275 1.0194
H -3.0559 7.2994 -0.6720
H -3.3755 4.8881 -0.4816
H -1.0235 4.8530 3.0938
H -0.7072 7.2678 2.9089
H -0.9246 1.1914 3.3058
H -1.0818 0.8928 5.7522
H -2.7865 2.1552 7.0407
H -4.3084 3.7127 5.8669
H -4.1165 4.0228 3.4255
H -3.3396 2.9158 -1.2784
H -5.3764 2.0409 -2.2727
H -6.9626 0.7106 -0.8997
H -6.4426 0.2836 1.4870
H -4.4480 1.2514 2.5069
```

Calculated values
Max |F|: 1.45 eV Å⁻¹
Energy above the lowest of the compared OMol25 structures with the same formula, charge and spin: 0.0 kJ/mol
Multiplicity: 3
Gap between HOMO and LUMO (alpha / beta): 3.5 / 5.7 eV
Charge: -2